1.
{
  "formula": "C3H3NO",
  "method": "wB97M-V/def2-TZVPD",
  "gap_ha": 0.389,
  "fmax_ev_per_a": 7.537,
  "relative_energy_kj_mol": 132.0,
  "total_energy_ha": -246.04126,
  "elements": ["C", "C", "C", "H", "H", "H", "N", "O"],
  "xyz": [[-0.925, 0.656, -0.134], [-0.868, -0.691, 0.038], [1.022, 0.095, -0.010], [-1.866, 1.332, 0.011], [-1.653, -1.512, 0.398], [2.120, -0.189, 0.070], [0.391, 1.158, 0.095], [0.410, -1.011, -0.064]],
  "mulliken_charge": [-0.29, -0.03, 0.19, 0.26, 0.28, 0.29, -0.46, -0.24]
}

2.
{
  "formula": "C26H16BrN4O5RbS2",
  "method": "wB97M-V/def2-TZVPD",
  "gap_ha": 0.214,
  "fmax_ev_per_a": 1.043,
  "relative_energy_kj_mol": 21.7,
  "total_charge": -2,
  "total_energy_ha": -4990.30813,
  "elements": ["Rb", "O", "C", "C", "C", "N", "C", "C", "C", "O", "O", "C", "O", "O", "H", "H", "H", "Br", "C", "C", "C", "C", "C", "C", "N", "C", "C", "C", "C", "C", "C", "N", "H", "H", "H", "H", "H", "H", "H", "H", "H", "S", "C", "N", "C", "C", "C", "C", "C", "C", "S", "H", "H", "H", "H"],
  "xyz": [[1.657, 1.189, 1.010], [0.113, 6.219, -3.388], [0.404, 5.171, -2.548], [-0.155, 5.086, -1.282], [0.183, 4.004, -0.481], [1.018, 3.054, -0.893], [1.536, 3.126, -2.119], [1.257, 4.172, -2.987], [2.457, 1.962, -2.556], [2.593, 1.814, -3.785], [2.966, 1.297, -1.620], [-0.455, 3.836, 0.914], [-1.644, 4.207, 1.002], [0.274, 3.333, 1.800], [-0.533, 6.771, -2.939], [-0.857, 5.827, -0.915], [1.685, 4.188, -3.980], [3.722, -4.487, -4.811], [2.570, -3.490, -3.663], [1.246, -3.870, -3.556], [0.411, -3.147, -2.720], [0.898, -2.068, -1.978], [2.245, -1.718, -2.094], [3.075, -2.415, -2.953], [0.082, -1.348, -1.106], [-1.062, -0.946, -1.449], [-1.929, -0.210, -0.510], [-3.303, -0.139, -0.715], [-4.072, 0.571, 0.196], [-3.447, 1.208, 1.251], [-2.065, 1.096, 1.368], [-1.331, 0.389, 0.522], [0.868, -4.713, -4.120], [-0.626, -3.442, -2.612], [2.612, -0.840, -1.582], [4.106, -2.110, -3.070], [-1.454, -1.094, -2.465], [-3.760, -0.624, -1.569], [-5.146, 0.639, 0.068], [-4.004, 1.806, 1.959], [-1.523, 1.626, 2.145], [3.889, -0.492, 4.245], [2.426, -1.294, 4.243], [1.490, -1.314, 3.332], [0.401, -2.074, 3.667], [-0.731, -2.264, 2.872], [-1.769, -3.053, 3.342], [-1.704, -3.671, 4.589], [-0.580, -3.503, 5.391], [0.457, -2.711, 4.928], [1.963, -2.310, 5.696], [-0.767, -1.787, 1.900], [-2.651, -3.190, 2.725], [-2.529, -4.281, 4.939], [-0.509, -3.982, 6.361]],
  "mulliken_charge": [0.83, -0.57, 1.23, -0.28, -0.18, 0.04, -0.16, -0.44, 0.27, -0.79, -0.73, 0.18, -0.77, -0.79, 0.28, 0.33, 0.49, -0.26, 0.22, -0.60, -0.06, -0.16, -0.11, -0.68, -0.05, -0.61, 0.49, -0.87, -0.33, -0.79, -0.56, 0.46, 0.39, 0.45, 0.42, 0.43, 0.43, 0.44, 0.40, 0.42, 0.51, -0.49, 0.05, -0.22, -0.89, 0.10, -0.61, -0.37, -0.50, 0.67, -0.31, 0.61, 0.37, 0.33, 0.34]
}

3.
{
  "formula": "C20H28Cl2GdN2O2",
  "method": "wB97M-V/def2-TZVPD",
  "gap_ha": [0.128, 0.117],
  "fmax_ev_per_a": 7.103,
  "spin_multiplicity": 8,
  "relative_energy_kj_mol": 0.0,
  "total_charge": -1,
  "total_energy_ha": -2724.93179,
  "elements": ["Gd", "Cl", "N", "N", "C", "C", "C", "C", "C", "C", "H", "H", "H", "H", "H", "H", "C", "C", "C", "C", "H", "H", "H", "H", "H", "H", "O", "H", "H", "O", "H", "H", "C", "C", "C", "H", "H", "C", "C", "H", "C", "C", "C", "C", "H", "C", "H", "H", "H", "H", "H", "H", "H", "H", "Cl"],
  "xyz": [[-0.304, 0.396, 0.312], [-0.129, -1.994, -0.584], [1.001, -0.426, 2.179], [-1.985, 0.798, -1.375], [1.984, 0.377, 2.507], [-1.618, 1.453, -2.451], [0.693, -1.306, 3.320], [1.611, -0.757, 4.416], [1.032, -2.744, 2.976], [-0.783, -1.187, 3.663], [2.101, -2.832, 2.745], [0.455, -3.080, 2.107], [0.805, -3.377, 3.842], [-1.054, -0.137, 3.816], [-0.987, -1.766, 4.571], [-1.400, -1.584, 2.844], [-3.373, 0.323, -1.551], [-3.653, 0.667, -3.016], [-4.278, 1.090, -0.599], [-3.479, -1.169, -1.287], [-2.782, -1.720, -1.927], [-4.506, -1.491, -1.500], [-3.242, -1.411, -0.243], [-4.255, 2.157, -0.852], [-3.940, 0.974, 0.438], [-5.304, 0.720, -0.697], [-2.479, 1.448, -3.455], [-4.539, 1.296, -3.166], [-3.707, -0.218, -3.663], [2.434, 0.273, 3.744], [2.305, -1.497, 4.834], [1.062, -0.257, 5.225], [2.562, 1.384, 1.549], [-0.303, 2.166, -2.577], [0.825, 1.405, -1.917], [-0.433, 3.135, -2.064], [-0.113, 2.358, -3.636], [1.119, 1.590, -0.548], [2.244, 1.037, 0.106], [0.015, 2.144, 0.343], [2.989, 0.086, -0.607], [2.635, -0.183, -1.934], [4.096, -0.665, 0.066], [1.578, 0.442, -2.604], [3.210, -0.937, -2.475], [1.200, 0.059, -4.000], [1.969, -0.598, -4.421], [1.096, 0.936, -4.651], [0.245, -0.489, -4.017], [4.759, 0.000, 0.634], [4.690, -1.191, -0.689], [3.700, -1.422, 0.762], [3.642, 1.442, 1.724], [2.116, 2.359, 1.808], [-1.527, 1.924, 1.977]],
  "mulliken_spin": [7.29, -0.04, -0.08, -0.06, 0.06, 0.06, -0.02, 0.00, 0.00, 0.03, 0.00, 0.00, 0.00, -0.01, 0.00, -0.01, -0.01, -0.01, 0.00, 0.02, 0.00, 0.00, -0.01, 0.00, -0.01, 0.00, 0.00, 0.00, 0.00, 0.01, 0.00, 0.00, -0.01, 0.05, 0.12, -0.05, 0.01, -0.26, 0.05, 0.04, 0.05, -0.12, 0.01, 0.00, -0.03, 0.00, 0.00, 0.00, 0.00, 0.00, 0.00, 0.00, -0.01, -0.03, -0.03]
}

4.
{
  "formula": "C38H63F2IN2O11",
  "method": "wB97M-V/def2-TZVPD",
  "gap_ha": 0.319,
  "fmax_ev_per_a": 4.564,
  "smiles": "[H]/N=C\\C[C@@]1(C#C)[C@@H](N(C(=O)F)C(=O)F)OC(=O)[C@@H]1I.C1CCOC1.C1CCOC1.C1CCOC1.C1CCOC1.C1CCOC1.C1CCOC1.C1CCOC1",
  "total_energy_ha": -2920.02553,
  "elements": ["H", "N", "C", "C", "C", "C", "C", "C", "N", "C", "O", "F", "C", "O", "F", "O", "C", "O", "C", "I", "H", "H", "H", "H", "H", "H", "C", "C", "C", "O", "C", "H", "H", "H", "H", "H", "H", "H", "H", "C", "C", "C", "O", "C", "H", "H", "H", "H", "H", "H", "H", "H", "C", "C", "C", "O", "C", "H", "H", "H", "H", "H", "H", "H", "H", "C", "C", "C", "O", "C", "H", "H", "H", "H", "H", "H", "H", "H", "C", "C", "C", "O", "C", "H", "H", "H", "H", "H", "H", "H", "H", "C", "C", "C", "O", "C", "H", "H", "H", "H", "H", "H", "H", "H", "C", "C", "C", "O", "C", "H", "H", "H", "H", "H", "H", "H", "H"],
  "xyz": [[1.072, 2.006, -2.981], [0.423, 2.097, -3.781], [-0.750, 1.710, -3.391], [-0.906, 1.220, -1.894], [-1.482, -0.291, -1.782], [-0.884, -0.749, -0.394], [-0.388, -0.947, 0.712], [-3.077, -0.441, -1.937], [-3.949, 0.542, -1.253], [-4.149, 1.775, -2.025], [-4.239, 2.809, -1.412], [-4.201, 1.849, -3.408], [-5.284, -0.059, -1.114], [-6.077, -0.006, -2.014], [-5.654, -0.667, 0.078], [-3.490, -0.929, -3.244], [-2.420, -1.621, -3.848], [-2.536, -2.295, -4.855], [-1.098, -1.289, -2.988], [-0.540, -3.263, -2.186], [-1.652, 1.740, -4.078], [-1.565, 1.910, -1.264], [0.091, 1.180, -1.341], [0.279, -0.775, 1.603], [-3.250, -1.379, -1.300], [-0.298, -0.964, -3.714], [5.499, 1.861, -2.193], [5.784, 0.692, -1.273], [4.486, 0.580, -0.497], [3.439, 1.026, -1.369], [4.031, 1.657, -2.514], [6.130, 1.885, -3.082], [5.636, 2.802, -1.651], [5.945, -0.214, -1.864], [6.653, 0.840, -0.631], [4.491, 1.233, 0.383], [4.279, -0.442, -0.170], [3.901, 0.986, -3.370], [3.512, 2.595, -2.725], [3.322, 0.401, 3.968], [2.560, 1.086, 5.083], [1.287, 0.264, 5.143], [1.636, -1.070, 4.740], [2.954, -1.056, 4.181], [4.399, 0.576, 3.999], [2.947, 0.743, 2.997], [3.112, 0.990, 6.023], [2.374, 2.146, 4.903], [0.538, 0.641, 4.441], [0.848, 0.243, 6.141], [3.630, -1.535, 4.898], [2.966, -1.633, 3.253], [-0.412, -4.478, -7.271], [0.775, -5.301, -6.807], [1.657, -4.247, -6.160], [0.774, -3.244, -5.644], [-0.537, -3.459, -6.153], [-1.322, -5.062, -7.420], [-0.171, -3.975, -8.213], [0.450, -6.028, -6.056], [1.277, -5.843, -7.610], [2.317, -3.770, -6.893], [2.270, -4.652, -5.353], [-1.151, -3.837, -5.335], [-0.956, -2.512, -6.493], [-2.094, 4.151, 6.295], [-1.329, 3.729, 7.532], [-0.940, 2.303, 7.189], [-0.791, 2.244, 5.764], [-1.324, 3.448, 5.194], [-2.143, 5.232, 6.156], [-3.117, 3.766, 6.340], [-0.431, 4.346, 7.642], [-1.908, 3.803, 8.454], [-1.727, 1.597, 7.473], [-0.008, 1.996, 7.669], [-0.481, 4.057, 4.847], [-1.951, 3.201, 4.334], [2.450, -8.419, -3.356], [2.691, -9.523, -4.364], [2.771, -8.748, -5.666], [3.300, -7.454, -5.347], [3.288, -7.288, -3.922], [2.729, -8.686, -2.336], [1.392, -8.138, -3.359], [3.650, -10.009, -4.159], [1.915, -10.289, -4.371], [1.778, -8.606, -6.106], [3.413, -9.234, -6.404], [4.324, -7.347, -3.569], [2.890, -6.303, -3.670], [2.663, 4.695, 0.976], [1.499, 5.208, 0.156], [1.198, 4.021, -0.738], [1.553, 2.842, 0.000], [2.298, 3.234, 1.159], [2.800, 5.221, 1.922], [3.589, 4.780, 0.400], [0.645, 5.409, 0.810], [1.722, 6.117, -0.403], [1.808, 4.042, -1.648], [0.145, 3.970, -1.025], [1.653, 3.092, 2.034], [3.175, 2.593, 1.264], [-7.838, 3.807, 5.305], [-7.027, 2.674, 4.711], [-5.681, 3.337, 4.486], [-5.538, 4.342, 5.498], [-6.803, 4.527, 6.148], [-8.701, 3.473, 5.883], [-8.195, 4.465, 4.507], [-6.927, 1.866, 5.443], [-7.455, 2.257, 3.799], [-5.641, 3.834, 3.511], [-4.850, 2.630, 4.550], [-6.733, 4.089, 7.150], [-7.012, 5.594, 6.249]],
  "mulliken_charge": [0.25, -0.75, -0.07, -1.10, 2.42, -1.75, 0.26, -0.43, 0.23, 0.63, -0.50, -0.21, 0.67, -0.38, -0.24, -0.41, 0.57, -0.58, -1.49, 0.11, 0.42, 0.40, 0.37, 0.39, 0.50, 0.63, -0.70, -0.61, -0.18, -0.21, -0.33, 0.39, 0.26, 0.26, 0.34, 0.05, 0.21, 0.33, 0.19, 0.33, -0.62, -0.05, -0.46, -0.67, 0.41, -0.42, 0.35, 0.29, 0.06, 0.18, 0.34, 0.31, -0.70, -0.20, -0.45, -0.32, -0.14, 0.32, 0.30, 0.05, 0.40, 0.27, 0.10, 0.15, 0.25, -0.17, -0.71, -0.46, -0.30, -0.49, 0.40, -0.06, 0.30, 0.37, 0.25, 0.33, 0.25, 0.28, -0.57, -0.53, -0.41, -0.39, -0.29, 0.35, 0.26, 0.25, 0.32, 0.23, 0.30, 0.30, 0.20, -0.62, -0.68, -0.29, -0.24, 0.34, 0.38, 0.27, 0.28, 0.38, 0.29, 0.07, 0.05, -0.29, -0.55, -0.63, -0.17, -0.36, -0.44, 0.33, 0.25, 0.29, 0.34, 0.22, 0.19, 0.27, 0.27]
}

5.
{
  "formula": "CCl3F2N",
  "method": "wB97M-V/def2-TZVPD",
  "gap_ha": [0.203, 0.183],
  "fmax_ev_per_a": 3.268,
  "relative_energy_kj_mol": 301.4,
  "total_energy_ha": -1672.93173,
  "elements": ["C", "N", "F", "F", "Cl", "Cl", "Cl"],
  "xyz": [[0.762, 0.005, 0.373], [0.112, -0.872, -0.395], [0.591, -0.029, 1.681], [-0.213, -0.272, -1.733], [-1.923, 1.786, 0.030], [1.918, 1.053, -0.223], [-1.248, -1.670, 0.267]],
  "mulliken_charge": [0.49, 0.16, -0.08, -0.11, -0.63, 0.04, 0.14]
}

6.
{
  "formula": "C38H28Cl2O24",
  "method": "wB97M-V/def2-TZVPD",
  "gap_ha": 0.286,
  "fmax_ev_per_a": 3.866,
  "smiles": "O=C1C=C(O)C(=O)C=C1O.O=C1C=C(O)C(=O)C=C1O.O=C1C=C(O)C(=O)C=C1O.O=C1C=C(O)C(=O)C=C1O.O=C1C=C(O)C(=O)C=C1O.O=C1C=C(O)C(=O)C=C1O.ClCCCl",
  "total_energy_ha": -4190.91873,
  "elements": ["O", "C", "C", "C", "O", "C", "O", "C", "C", "O", "H", "H", "H", "H", "O", "C", "C", "C", "O", "C", "O", "C", "C", "O", "H", "H", "H", "H", "O", "C", "C", "C", "O", "C", "O", "C", "C", "O", "H", "H", "H", "H", "O", "C", "C", "C", "O", "C", "O", "C", "C", "O", "H", "H", "H", "H", "O", "C", "C", "C", "O", "C", "O", "C", "C", "O", "H", "H", "H", "H", "O", "C", "C", "C", "O", "C", "O", "C", "C", "O", "H", "H", "H", "H", "Cl", "C", "C", "Cl", "H", "H", "H", "H"],
  "xyz": [[-0.935, -0.323, -4.706], [-1.907, -0.013, -4.076], [-2.753, 1.107, -4.435], [-3.837, 1.337, -3.695], [-4.737, 2.332, -3.812], [-4.074, 0.486, -2.452], [-5.193, 0.676, -1.955], [-3.199, -0.522, -1.999], [-2.141, -0.781, -2.812], [-1.287, -1.758, -2.661], [-2.511, 1.724, -5.328], [-5.347, 2.202, -3.106], [-3.641, -1.114, -1.191], [-0.755, -1.876, -3.475], [-2.463, 2.665, -1.383], [-1.220, 2.750, -1.524], [-0.677, 3.239, -2.826], [0.617, 3.027, -3.023], [1.139, 3.145, -4.202], [1.479, 2.604, -1.899], [2.670, 2.496, -2.133], [0.998, 2.373, -0.489], [-0.350, 2.371, -0.379], [-0.892, 2.108, 0.808], [-1.440, 3.328, -3.543], [2.023, 2.714, -4.279], [1.827, 2.116, 0.161], [-1.877, 2.030, 0.640], [1.776, -0.854, -1.982], [2.980, -0.676, -2.028], [3.774, -0.595, -0.830], [5.095, -0.357, -0.972], [6.051, -0.318, -0.059], [5.616, -0.152, -2.385], [6.818, 0.114, -2.424], [4.790, -0.331, -3.603], [3.510, -0.599, -3.390], [2.568, -0.689, -4.359], [3.174, -0.744, 0.048], [6.848, -0.097, -0.596], [5.262, -0.237, -4.549], [1.733, -0.783, -3.919], [-0.426, -5.703, -0.201], [0.808, -5.557, -0.192], [1.703, -6.384, 0.536], [3.006, -6.353, 0.291], [3.993, -7.069, 0.685], [3.519, -5.319, -0.626], [4.721, -5.340, -0.875], [2.693, -4.326, -1.333], [1.383, -4.473, -1.045], [0.416, -3.661, -1.455], [1.332, -7.129, 1.246], [4.811, -6.614, 0.300], [3.234, -3.458, -1.759], [-0.383, -4.151, -1.166], [-5.020, -1.686, 4.926], [-4.639, -1.132, 3.924], [-5.469, -0.981, 2.760], [-5.056, -0.250, 1.726], [-5.853, 0.121, 0.747], [-3.802, 0.465, 1.914], [-3.403, 1.170, 0.972], [-2.906, 0.359, 3.062], [-3.278, -0.481, 4.018], [-2.568, -0.764, 5.150], [-6.435, -1.497, 2.702], [-5.358, 0.592, 0.026], [-1.968, 0.853, 3.004], [-3.088, -1.406, 5.617], [-2.039, 2.897, 4.370], [-1.046, 3.516, 4.000], [-1.113, 4.869, 3.546], [0.047, 5.386, 3.136], [0.193, 6.513, 2.514], [1.364, 4.600, 3.192], [2.364, 5.194, 2.795], [1.369, 3.261, 3.636], [0.226, 2.723, 4.100], [0.124, 1.550, 4.697], [-2.029, 5.342, 3.373], [1.210, 6.647, 2.370], [2.300, 2.736, 3.613], [-0.863, 1.461, 4.884], [2.343, -2.810, 1.865], [1.361, -1.380, 2.490], [0.263, -1.052, 1.518], [-1.032, -2.237, 1.356], [2.015, -0.516, 2.585], [1.001, -1.643, 3.477], [0.671, -0.941, 0.510], [-0.205, -0.070, 1.841]],
  "mulliken_charge": [-0.68, 1.17, -0.95, 0.31, -0.58, 1.08, -0.91, -0.81, 0.10, -0.33, 0.38, 0.38, 0.49, 0.33, -0.67, 0.53, -1.05, 0.46, -0.57, 0.64, -0.70, -0.12, -0.28, 0.27, 0.58, 0.34, 0.77, 0.07, -0.34, 1.17, -0.63, 0.37, -0.64, 1.14, -0.68, -0.96, -0.07, -0.68, -0.01, 0.37, 0.51, 0.32, -0.70, 1.06, -0.93, -0.12, -0.60, 1.42, -0.71, -0.60, -0.21, -0.09, 0.44, 0.45, 0.27, 0.41, -0.63, 0.77, -0.64, -0.04, -0.58, 0.51, -0.87, 0.73, 0.36, -0.60, 0.46, 0.25, -0.28, 0.35, -0.69, 1.08, -1.06, 0.30, -0.60, 0.86, -0.71, -0.68, 0.18, -0.65, 0.53, 0.43, 0.54, 0.39, -0.13, -0.72, 2.38, -0.19, 0.40, 0.49, -1.21, -0.94]
}